# 1
This record from the OMol25 dataset describes a gas-phase ion, C6H14O2P (charge +1) in a non-equilibrium geometry. The level of theory is ωB97M-V with the def2-TZVPD basis set.

CARTESIAN COORDINATES (ANGSTROEM)
C 0.96724 -2.14011 0.53023
P 1.99434 -1.03778 -0.45217
C 1.13697 0.44972 -0.97591
C 0.89817 1.30419 0.29438
C -0.33583 2.17569 0.18391
O -1.53124 1.48350 -0.17811
C -1.81154 0.35268 0.51139
C -2.75162 -0.55034 -0.24173
O -1.35917 0.10372 1.61240
H -0.08632 -1.92087 0.38967
H 1.17883 -3.16400 0.23563
H 1.20180 -2.02424 1.58344
H 2.54151 -1.69087 -1.55708
H 3.05466 -0.61302 0.34864
H 0.17736 0.20707 -1.42650
H 1.76122 0.99950 -1.67414
H 0.84286 0.67520 1.18226
H 1.74332 1.97110 0.45010
H -0.18212 2.89786 -0.61447
H -0.46286 2.75426 1.09509
H -2.21825 -1.16957 -0.95738
H -3.31888 -1.13014 0.47388
H -3.44046 0.06646 -0.81353

Summary:
* total energy: -19826.1645 eV
* spin multiplicity: 1
* orbital gap: 10.73 eV
* energy above the lowest of the compared OMol25 structures with the same formula, charge and spin: 5.9 kcal/mol
* max |F|: 0.0209 hartree/bohr
* total charge: +1

These are the Mulliken partial charges, in e, on atoms 1 to 5:
1 C -0.814
2 P 0.153
3 C -0.453
4 C -0.881
5 C -0.672



# 2
This record from the OMol25 dataset describes a single C6H14O3Si molecule in a non-equilibrium geometry. The level of theory is ωB97M-V with the def2-TZVPD basis set.

CARTESIAN COORDINATES (ANGSTROEM)
O -0.84917 -0.85651 0.81727
O 0.71797 -0.28646 -1.31682
O -1.86115 0.74044 -1.11239
C 2.70475 1.02829 0.87978
C 1.60613 1.45492 1.47562
C 0.27665 -1.36857 1.48943
C 0.31390 -1.12740 -2.31796
C -2.97243 -0.05105 -0.88666
C 0.26928 1.70511 0.85066
Si -0.45548 0.33196 -0.25992
H 2.69434 0.85166 -0.15020
H 3.66008 0.84304 1.39500
H 1.65268 1.62361 2.53873
H 0.06516 -2.42127 1.74064
H 0.44527 -0.77382 2.39563
H 1.13975 -1.32400 0.80604
H 1.16636 -1.40935 -2.93271
H -0.14852 -2.03387 -1.89551
H -0.45454 -0.67053 -2.95245
H -3.78921 0.22313 -1.58313
H -2.68546 -1.09741 -0.96887
H -3.32558 0.15527 0.09398
H -0.45565 1.85578 1.64956
H 0.28487 2.60702 0.24427

Summary:
* total energy: -20471.0217 eV
* spin multiplicity: 1
* orbital gap: 10.22 eV
* energy above the lowest of the compared OMol25 structures with the same formula, charge and spin: 0.0 kcal/mol
* SMILES: C=CC[Si](OC)(OC)OC
* max |F|: 0.0591 hartree/bohr

These are the Mulliken partial charges, in e, on atoms 1 to 5:
1 O -0.274
2 O -0.258
3 O -0.382
4 C -0.743
5 C -0.290